(1)
Computed, not measured: a molecular structure, C49H47F6InN4O7S4, with wB97M-V/def2-TZVPD.

Calculated values
DFT total energy in Eh: -5023.11583
HOMO level (alpha / beta) in eV: -7.9 / -7.8
ΔE to the lowest compared entry with this formula, charge and spin in eV: 0.644

```
118
Properties=species:S:1:pos:R:3:forces:R:3
In 1.135 -0.019 0.136 -0.2 0.3 -0.3
C -5.619 2.088 7.277 0.0 0.0 0.0
C -4.730 1.803 6.099 0.0 0.0 0.0
C -3.775 2.724 5.681 -0.1 0.0 0.0
C -2.964 2.456 4.588 0.1 0.0 0.0
C -3.106 1.260 3.904 0.3 0.4 -0.1
C -4.042 0.326 4.312 0.0 -0.2 -0.1
C -4.851 0.603 5.399 0.1 0.0 0.0
S -2.046 0.989 2.457 -0.9 0.1 0.3
O -1.770 -0.463 2.397 0.3 -0.4 -0.1
C -3.348 1.380 1.260 0.1 -0.1 -0.3
C -3.563 2.768 1.114 0.1 0.1 0.0
C -4.445 3.248 0.199 0.0 0.1 0.1
C -5.133 2.360 -0.662 0.0 -0.3 0.0
C -6.019 2.830 -1.656 -0.1 0.0 -0.1
C -6.663 1.956 -2.486 0.0 0.1 0.0
C -6.452 0.572 -2.353 0.0 -0.1 0.1
C -5.615 0.087 -1.387 -0.1 0.0 -0.1
C -4.932 0.965 -0.512 0.1 0.2 -0.1
C -4.039 0.473 0.497 0.4 0.1 0.0
C -4.053 -0.999 0.745 0.4 -0.5 -0.2
C -5.192 -1.473 1.471 0.1 -0.1 0.0
C -6.150 -0.583 2.020 -0.2 0.0 0.0
C -7.239 -1.053 2.698 0.1 0.2 0.0
C -7.441 -2.437 2.852 0.0 -0.2 0.0
C -6.531 -3.320 2.348 -0.1 0.0 0.1
C -5.384 -2.863 1.658 0.0 0.2 0.0
C -4.436 -3.757 1.125 0.1 -0.1 0.0
C -3.349 -3.298 0.448 -0.1 -0.1 -0.2
C -3.141 -1.917 0.249 -0.2 0.6 0.3
S -1.731 -1.390 -0.821 -1.1 -1.1 0.6
O -2.293 -1.585 -2.176 0.2 0.3 -0.5
C -0.721 -2.845 -0.453 0.4 0.2 0.2
C -0.253 -3.643 -1.478 -0.2 0.2 -0.1
C 0.619 -4.684 -1.190 -0.1 0.0 0.1
C 1.014 -4.948 0.117 0.0 -0.1 0.0
C 1.895 -6.122 0.445 0.0 0.1 0.0
C 0.532 -4.134 1.140 -0.1 0.1 -0.1
C -0.325 -3.083 0.861 0.0 0.0 -0.1
H -5.279 2.966 7.824 0.0 0.0 0.0
H -5.635 1.241 7.963 0.0 0.0 0.0
H -6.643 2.267 6.947 0.0 0.0 0.0
H -3.662 3.656 6.220 0.0 0.0 0.0
H -2.211 3.170 4.274 0.0 0.0 0.0
H -4.128 -0.613 3.780 0.0 0.0 0.0
H -5.592 -0.123 5.714 0.0 0.0 0.0
H -3.019 3.450 1.757 0.0 0.0 0.0
H -4.635 4.311 0.118 0.1 0.0 0.0
H -6.184 3.897 -1.746 0.0 0.0 0.0
H -7.335 2.322 -3.252 0.0 0.0 0.0
H -6.957 -0.112 -3.022 0.0 0.0 0.0
H -5.451 -0.977 -1.296 0.0 0.0 0.0
H -6.007 0.482 1.892 -0.1 0.0 0.1
H -7.953 -0.359 3.122 0.0 0.0 0.0
H -8.323 -2.799 3.364 0.0 0.0 0.0
H -6.671 -4.387 2.465 0.0 0.0 0.0
H -4.595 -4.821 1.255 0.0 0.0 0.0
H -2.643 -3.999 0.026 -0.1 0.0 0.1
H -0.580 -3.444 -2.491 0.1 0.0 0.0
H 0.996 -5.295 -2.000 0.0 0.0 0.0
H 2.295 -6.580 -0.457 0.0 0.0 0.0
H 1.315 -6.874 0.984 0.1 -0.1 0.0
H 2.723 -5.822 1.088 0.0 0.0 0.0
H 0.819 -4.330 2.167 0.0 0.0 0.0
H -0.737 -2.480 1.656 0.0 0.1 0.2
F 3.068 -3.663 -2.878 -0.2 0.0 -0.1
C 3.115 -2.386 -2.498 0.2 -0.1 0.1
F 2.973 -2.355 -1.166 -0.1 0.1 -0.1
F 4.328 -1.926 -2.796 -0.1 0.0 -0.1
S 1.758 -1.387 -3.370 0.2 -0.5 0.6
O 0.877 -0.987 -2.285 0.1 0.1 -0.2
O 1.239 -2.276 -4.349 0.1 0.1 -0.4
N 2.543 -0.163 -3.986 -0.5 -0.1 0.1
S 2.808 0.955 -2.908 1.2 0.8 -0.2
O 1.767 1.915 -2.709 -0.5 0.2 -0.1
O 3.455 0.459 -1.716 -0.1 0.0 0.3
C 4.134 1.922 -3.778 -0.1 -0.1 -0.2
F 3.702 2.368 -4.957 0.0 -0.1 0.0
F 4.456 2.985 -3.031 -0.1 -0.1 0.1
F 5.228 1.192 -3.964 -0.1 0.0 0.0
C -1.735 1.729 -3.139 0.1 -0.1 0.0
N -1.143 2.891 -2.496 0.0 0.0 -0.2
C -1.560 4.164 -3.043 -0.1 0.0 0.1
C -0.426 2.730 -1.364 -0.5 0.0 0.4
O -0.526 1.668 -0.711 0.5 -0.1 0.2
N 0.301 3.793 -0.889 0.3 -0.2 -0.1
C 0.999 3.598 0.373 -0.2 -0.1 0.0
C 1.035 4.675 -1.793 -0.1 0.0 -0.1
H -1.458 1.719 -4.195 -0.1 0.0 0.0
H -2.825 1.754 -3.049 0.0 0.0 0.0
H -1.370 0.819 -2.679 0.0 0.0 0.0
H -2.627 4.100 -3.274 0.0 0.0 0.0
H -1.033 4.409 -3.969 0.0 0.0 0.0
H -1.418 4.959 -2.315 0.0 0.0 -0.1
H 0.367 3.082 1.087 -0.1 0.0 0.1
H 1.268 4.579 0.766 0.0 -0.1 0.0
H 1.910 2.999 0.241 0.1 0.1 0.0
H 0.909 4.363 -2.825 0.0 0.0 0.0
H 2.102 4.615 -1.571 0.0 0.0 0.0
H 0.705 5.709 -1.667 0.1 0.0 -0.1
C 4.604 0.345 1.549 -0.1 0.0 0.0
C 4.080 -0.702 2.471 -0.2 0.1 0.0
C 4.887 -1.709 2.952 0.0 -0.1 -0.1
C 4.389 -2.684 3.810 -0.1 0.1 -0.1
C 3.062 -2.640 4.229 0.1 -0.1 0.1
C 2.204 -1.656 3.791 -0.1 0.3 0.0
C 0.800 -1.556 4.291 0.0 -0.1 -0.1
C 2.684 -0.653 2.861 0.6 -0.6 0.3
N 1.868 0.274 2.417 -0.2 0.2 0.1
H 5.692 0.351 1.543 0.0 0.0 0.0
H 4.227 1.323 1.853 0.0 0.0 -0.1
H 4.249 0.172 0.532 0.0 0.0 -0.1
H 5.927 -1.739 2.651 0.0 0.0 0.0
H 5.039 -3.474 4.162 0.0 0.0 0.0
H 2.695 -3.402 4.907 0.0 0.0 0.0
H 0.463 -2.511 4.693 0.0 0.0 0.0
H 0.135 -1.227 3.492 -0.1 0.0 0.0
H 0.733 -0.808 5.084 0.0 0.0 0.0
```
Forces are in eV/Å.

---

(2)
Computed, not measured: a molecular structure, C56H35GeI4N4Ni, with wB97M-V/def2-TZVPD.

Calculated values
DFT total energy in Eh: -7149.89091
Net charge: +1
HOMO level in eV: -10.1

```
101
Properties=species:S:1:pos:R:3:forces:R:3
Ni 0.633 -0.252 -0.396 0.3 -0.1 -0.6
I -0.787 -8.043 5.328 0.0 0.0 0.0
C -0.493 -6.390 4.098 0.0 0.0 0.0
C -0.996 -5.153 4.474 0.0 0.0 0.0
C -0.798 -4.056 3.651 0.0 0.0 0.1
C -0.108 -4.185 2.451 0.0 0.0 0.0
C 0.394 -5.431 2.089 0.0 0.0 0.0
C 0.206 -6.533 2.907 0.0 0.0 0.0
C 0.122 -2.999 1.582 0.1 0.1 0.1
C -0.400 -2.971 0.297 0.1 0.0 0.0
C -1.179 -4.046 -0.242 0.0 0.0 0.0
C -1.365 -3.771 -1.547 0.0 0.1 0.0
C -0.771 -2.488 -1.786 0.0 0.0 -0.1
C -0.879 -1.822 -2.987 0.0 0.1 0.1
C -1.481 -2.512 -4.160 0.1 0.0 0.0
C -2.854 -2.703 -4.256 0.0 0.0 0.0
C -3.405 -3.330 -5.363 0.0 0.0 0.0
C -2.573 -3.771 -6.382 0.0 0.0 0.0
I -3.391 -4.715 -8.046 0.0 0.0 0.0
C -1.200 -3.585 -6.300 -0.1 0.0 0.0
C -0.660 -2.957 -5.190 0.0 0.0 0.0
C -0.526 -0.486 -3.113 -0.1 0.0 0.0
N -0.002 0.309 -2.126 0.0 0.1 -0.1
C 0.060 1.562 -2.686 0.1 0.0 0.0
C 0.654 2.681 -2.115 0.0 -0.1 0.1
C 0.617 3.969 -2.860 0.0 0.0 0.0
C -0.592 4.610 -3.110 0.0 0.0 0.0
C -0.631 5.805 -3.811 0.1 0.0 0.0
C 0.551 6.364 -4.276 0.0 0.0 0.0
I 0.503 8.160 -5.325 0.0 0.0 0.0
C 1.765 5.729 -4.049 0.0 0.0 0.0
C 1.792 4.537 -3.344 0.0 0.0 0.0
C 1.363 2.593 -0.930 -0.1 0.0 -0.1
C 2.088 3.692 -0.365 0.0 -0.1 0.0
C 2.760 3.212 0.700 0.0 0.0 0.0
C 2.391 1.836 0.830 0.1 -0.2 0.0
N 1.551 1.451 -0.183 0.0 0.1 0.1
C 2.812 1.031 1.885 -0.2 -0.1 -0.1
C 2.260 -0.206 2.117 -0.1 0.3 0.1
C 2.598 -1.039 3.212 0.0 0.1 0.0
C 1.785 -2.119 3.184 -0.1 0.0 -0.1
C 0.954 -2.004 2.040 -0.2 -0.1 0.0
N 1.187 -0.770 1.392 0.1 -0.1 0.0
C 3.852 1.530 2.826 0.1 0.0 0.0
C 5.156 1.056 2.733 0.0 0.0 0.0
C 6.133 1.500 3.609 0.0 0.0 0.0
C 5.806 2.427 4.589 0.0 0.0 0.0
I 7.269 3.103 5.904 0.0 0.0 0.0
C 4.508 2.906 4.697 0.0 0.0 0.0
C 3.537 2.453 3.816 0.0 0.0 0.0
C -0.448 1.548 -4.025 0.0 0.0 0.1
C -0.797 0.273 -4.296 0.1 0.0 0.1
N -0.167 -2.004 -0.647 -0.1 -0.1 0.0
H -1.538 -5.043 5.402 0.0 0.0 0.0
H -1.189 -3.089 3.942 0.1 -0.1 0.0
H 0.947 -5.539 1.166 0.0 0.0 0.0
H 0.605 -7.495 2.620 0.0 0.0 0.0
H -1.519 -4.902 0.314 0.0 0.0 0.0
H -1.881 -4.357 -2.285 0.0 0.0 -0.1
H -3.502 -2.350 -3.464 0.0 0.0 0.0
H -4.474 -3.468 -5.430 0.0 0.0 0.0
H -0.555 -3.926 -7.096 0.0 0.0 0.0
H 0.410 -2.808 -5.125 0.0 0.0 0.0
H -1.511 4.171 -2.751 -0.1 0.0 0.1
H -1.575 6.296 -3.992 0.0 0.0 0.0
H 2.684 6.157 -4.423 0.0 0.0 0.0
H 2.737 4.037 -3.179 0.0 0.0 0.0
H 2.085 4.696 -0.749 0.0 0.1 0.0
H 3.426 3.742 1.357 0.0 0.0 0.1
H 3.377 -0.822 3.922 0.0 0.0 0.0
H 1.782 -2.961 3.852 0.0 -0.1 0.0
H 5.411 0.337 1.965 0.0 0.0 0.0
H 7.144 1.128 3.524 0.0 0.0 0.0
H 4.251 3.623 5.463 0.0 0.0 0.0
H 2.523 2.820 3.910 0.0 0.0 0.0
H -0.495 2.403 -4.676 0.0 0.0 0.0
H -1.202 -0.134 -5.205 0.0 0.0 0.0
Ge -0.636 0.371 1.810 -0.3 0.1 0.9
C -1.042 2.185 1.293 0.2 0.0 -0.1
C -0.536 3.224 2.069 0.0 0.0 0.0
C -0.945 4.531 1.842 0.0 0.0 0.0
C -1.874 4.800 0.851 0.0 0.0 0.0
C -2.394 3.766 0.084 0.0 0.0 0.0
C -1.970 2.464 0.292 0.0 0.0 0.0
C -2.176 -0.779 1.639 0.0 0.0 0.0
C -2.871 -0.984 0.447 0.0 0.1 0.0
C -4.040 -1.724 0.439 0.0 0.0 0.0
C -4.531 -2.266 1.621 0.0 0.0 0.0
C -3.856 -2.058 2.812 0.0 0.0 0.0
C -2.681 -1.316 2.821 -0.1 0.0 0.0
H -0.169 0.413 3.275 0.0 0.0 0.0
H 0.165 3.016 2.867 0.0 0.0 0.0
H -0.550 5.334 2.449 0.0 0.0 0.0
H -2.206 5.816 0.684 0.0 0.0 0.0
H -3.143 3.975 -0.667 0.0 0.0 -0.1
H -2.390 1.668 -0.308 0.0 0.0 0.0
H -2.490 -0.587 -0.487 0.0 0.0 0.0
H -4.571 -1.883 -0.490 0.0 0.0 0.0
H -5.441 -2.849 1.612 0.0 0.0 0.0
H -4.239 -2.473 3.734 0.0 0.0 0.0
H -2.160 -1.156 3.758 0.0 0.1 0.0
```
Forces are in eV/Å.

---

(3)
Computed, not measured: 10 unconnected molecules or ions with the total composition C20H60O10, with wB97M-V/def2-TZVPD.

Calculated values
DFT total energy in Eh: -1550.15819
HOMO level in eV: -10.1
SMILES: CCO.CCO.CCO.CCO.CCO.CCO.CCO.CCO.CCO.CCO
ΔE to the lowest compared entry with this formula, charge and spin in eV: 4.845

```
90
Properties=species:S:1:pos:R:3:forces:R:3
C 1.436 -8.837 -0.888 1.1 0.8 -0.4
C 1.300 -7.293 -0.887 -1.3 -0.6 0.1
O 2.479 -6.564 -1.261 -0.5 -0.9 0.4
H 1.979 -9.136 -1.784 -0.1 -0.1 -0.2
H 0.486 -9.371 -0.859 -0.1 0.4 0.0
H 2.045 -9.182 -0.052 0.0 0.1 0.1
H 0.870 -7.024 0.078 0.7 0.3 0.6
H 0.452 -7.014 -1.513 0.2 -0.1 -0.8
H 2.213 -5.647 -1.356 0.1 0.1 0.0
C -5.401 -6.903 2.018 -0.3 -0.9 -0.2
C -5.828 -5.525 2.448 1.3 -1.2 1.0
O -7.082 -5.263 1.941 -1.1 0.9 -0.1
H -4.382 -7.165 2.304 0.1 0.1 -0.3
H -5.625 -7.075 0.965 0.7 0.2 -0.3
H -6.067 -7.637 2.471 0.0 0.0 0.4
H -5.045 -4.789 2.265 -0.2 0.4 -0.5
H -5.870 -5.609 3.534 -0.5 0.5 0.2
H -7.019 -5.163 0.988 0.0 0.0 -0.1
C -5.459 4.986 -3.893 1.5 0.4 -0.5
C -5.996 4.331 -5.178 -0.8 -0.3 2.2
O -5.233 3.179 -5.582 -0.1 1.1 0.0
H -5.882 5.970 -3.693 -0.6 -0.2 -0.2
H -4.402 5.238 -3.987 0.3 -0.3 -0.1
H -5.566 4.385 -2.990 -0.1 -0.2 -0.2
H -6.222 5.092 -5.925 0.4 -0.3 -0.4
H -6.933 3.981 -4.743 -0.7 -0.3 -0.9
H -5.523 2.945 -6.467 0.0 -0.1 0.0
C 3.091 -2.269 7.956 -0.3 -0.4 -0.7
C 2.867 -2.022 6.461 0.2 0.7 0.0
O 1.952 -2.905 5.808 0.7 -0.3 0.2
H 3.237 -3.339 8.105 -0.2 -0.1 0.0
H 2.259 -1.932 8.574 0.1 0.0 0.0
H 4.036 -1.820 8.262 -0.2 0.3 0.1
H 3.840 -2.074 5.972 0.2 -0.2 -0.1
H 2.499 -1.029 6.203 0.1 0.4 0.7
H 2.411 -3.022 4.973 -0.6 -0.5 -0.3
C 4.223 8.478 4.779 -1.3 -0.1 0.5
C 5.515 9.189 4.599 1.1 -0.5 1.7
O 6.379 8.201 4.064 0.5 -0.3 -1.4
H 3.368 9.155 4.776 -0.1 0.0 -0.4
H 4.116 7.958 5.731 0.5 -0.1 0.1
H 4.175 7.717 4.000 -0.4 0.2 -0.1
H 5.977 9.416 5.560 -0.4 0.6 0.3
H 5.390 10.128 4.059 0.4 -0.2 -0.6
H 7.249 8.157 4.467 -0.2 0.5 0.1
C 2.858 6.419 -4.676 0.3 -0.6 0.8
C 3.074 7.567 -3.722 -0.3 1.2 -0.7
O 2.121 8.560 -4.140 0.0 0.3 0.3
H 2.980 6.794 -5.692 0.1 -0.2 0.1
H 1.873 5.964 -4.569 -0.2 0.3 0.0
H 3.558 5.615 -4.448 0.2 0.0 -0.3
H 4.044 8.046 -3.859 0.5 -0.5 -0.2
H 2.984 7.439 -2.643 -0.3 -0.8 0.0
H 2.522 9.400 -3.904 -0.3 0.2 0.0
C -0.912 -1.476 -8.084 -0.2 -0.1 -2.2
C -1.628 -2.277 -7.066 0.2 0.1 0.3
O -1.735 -1.450 -5.900 -0.2 -1.1 0.4
H 0.168 -1.625 -8.117 0.0 0.7 0.6
H -1.291 -0.454 -8.074 0.7 0.3 0.3
H -1.223 -1.789 -9.080 0.0 -0.3 -0.3
H -1.070 -3.194 -6.878 0.1 0.2 0.7
H -2.575 -2.644 -7.461 -0.5 0.4 0.3
H -2.274 -0.693 -6.143 0.0 0.1 0.0
C 8.945 0.602 5.645 -0.7 0.3 0.1
C 9.199 0.152 7.081 1.2 -1.8 -0.8
O 10.614 0.046 7.372 0.1 1.5 0.5
H 7.880 0.785 5.503 -0.2 -0.2 0.1
H 9.229 -0.113 4.872 0.2 -0.1 0.2
H 9.385 1.569 5.401 0.4 -0.1 0.3
H 8.961 -0.897 7.258 -1.4 0.0 -0.4
H 8.630 0.725 7.812 0.7 0.3 0.1
H 10.996 -0.712 6.925 -0.3 0.0 -0.1
C 1.506 1.200 0.528 -0.6 0.4 0.8
C 0.168 0.585 0.940 -0.3 0.2 -1.9
O 0.139 -0.694 0.273 -0.1 -0.9 1.5
H 1.450 1.459 -0.529 0.3 0.1 0.1
H 2.319 0.492 0.693 -0.2 -0.2 -0.1
H 1.751 2.063 1.147 -0.1 0.3 -0.3
H -0.731 1.095 0.593 0.3 0.8 -0.6
H -0.076 0.643 2.001 0.8 -1.4 0.3
H -0.137 -0.653 -0.645 -0.1 0.6 0.2
C -10.337 -4.133 -3.421 -0.9 0.0 1.2
C -9.337 -3.001 -3.509 -0.3 0.3 -1.1
O -8.090 -3.451 -3.060 0.7 -0.7 0.2
H -10.604 -4.245 -2.370 0.2 -0.4 0.2
H -10.023 -5.110 -3.787 0.5 0.3 -0.1
H -11.312 -3.952 -3.873 0.2 0.5 -0.4
H -9.593 -2.103 -2.947 -0.6 -0.1 0.3
H -9.301 -2.665 -4.545 0.3 0.0 -0.3
H -7.412 -2.787 -3.208 -0.1 0.1 0.0
```
Forces are in eV/Å.

---

(4)
Computed, not measured: a molecular structure, C22H40Br2CuF8OP, with wB97M-V/def2-TZVPD.

Calculated values
⟨S²⟩: 0.758
DFT total energy in Eh: -8865.81933
Net charge: +1
HOMO level (alpha / beta) in eV: -11.6 / -11.9
Spin multiplicity: 2

```
75
Properties=species:S:1:pos:R:3:forces:R:3
C 3.557 0.710 3.246 -0.1 -0.1 -0.7
C 3.747 0.525 1.718 0.2 0.4 0.8
C 4.953 1.326 1.231 -0.5 -0.3 -0.6
C 5.133 1.356 -0.291 0.4 -0.1 0.2
C 5.147 -0.025 -0.969 -0.3 0.2 -0.5
C 4.027 -0.245 -2.015 0.0 -0.2 0.7
C 3.209 -1.529 -1.791 -0.3 0.8 -0.9
C 1.909 -1.317 -1.045 -0.3 -0.6 0.2
C 1.345 -2.600 -0.406 -0.6 0.7 0.2
C 0.875 -2.463 1.069 0.2 -0.7 -0.3
C -0.619 -2.775 1.312 0.2 0.3 0.2
C -1.452 -1.583 1.850 0.2 -0.7 0.0
C -2.823 -1.401 1.217 -0.1 -0.2 1.1
P -2.984 -0.394 -0.418 0.0 0.6 0.8
C -1.103 -0.023 -0.641 0.3 0.7 -0.5
C -0.503 1.184 0.073 0.3 -0.3 0.2
C -0.418 2.557 -0.602 -0.2 0.5 0.4
F 0.905 2.854 -0.832 -0.1 -0.1 -0.1
Br -1.044 3.935 0.658 0.1 -0.2 -0.2
C -1.131 2.820 -1.946 0.0 0.8 -0.3
F -0.943 4.119 -2.306 -0.4 -0.9 0.3
F -2.453 2.574 -1.872 0.8 0.2 -0.1
Br -0.327 1.776 -3.384 -0.1 0.1 -0.1
O -3.226 1.070 0.464 0.3 -0.5 -0.2
C -4.551 1.564 0.411 0.3 0.7 0.3
C -4.652 2.905 1.157 -0.4 -0.3 -0.2
C -4.941 4.104 0.253 0.3 0.1 0.5
C -2.846 -1.950 -1.598 -0.4 0.1 -0.4
F -3.223 -1.502 -2.838 0.0 -0.1 0.1
F -1.577 -2.449 -1.763 0.1 -0.1 -0.1
C -3.739 -3.189 -1.318 0.4 -0.5 -0.4
F -4.906 -2.862 -0.761 0.1 -0.1 -0.1
F -3.984 -3.861 -2.461 0.1 0.2 0.7
F -3.093 -4.033 -0.472 -0.4 0.2 -0.3
H 3.322 -0.229 3.737 0.0 -0.1 0.1
H 4.467 1.111 3.677 0.1 0.1 0.2
H 2.740 1.398 3.434 0.0 0.2 0.2
H 3.863 -0.537 1.517 -0.1 -0.2 -0.3
H 2.859 0.910 1.220 -0.2 -0.2 -0.3
H 5.854 0.925 1.689 0.2 0.1 0.2
H 4.783 2.348 1.556 0.3 0.2 0.2
H 6.090 1.829 -0.496 0.1 0.2 0.0
H 4.381 2.009 -0.727 -0.2 0.0 -0.1
H 6.101 -0.154 -1.471 0.2 -0.2 0.0
H 5.061 -0.806 -0.217 0.1 -0.1 0.2
H 3.320 0.575 -1.916 -0.2 0.1 -0.1
H 4.400 -0.204 -3.031 0.2 -0.1 -0.1
H 2.989 -1.951 -2.770 0.0 -0.5 0.0
H 3.779 -2.241 -1.160 0.8 -0.3 0.3
H 1.188 -0.937 -1.765 0.0 0.1 -0.1
H 2.019 -0.549 -0.287 0.3 0.1 0.1
H 0.496 -2.951 -0.984 0.1 -0.2 -0.2
H 2.098 -3.411 -0.473 0.3 -0.2 0.0
H 1.458 -3.184 1.637 0.1 0.0 0.2
H 1.143 -1.491 1.473 0.0 0.2 0.0
H -1.069 -3.206 0.425 0.0 0.1 -0.1
H -0.652 -3.558 2.064 -0.2 -0.2 0.0
H -1.652 -1.815 2.896 -0.1 0.2 0.2
H -0.838 -0.690 1.885 -0.1 0.3 -0.1
H -3.434 -0.833 1.913 -0.1 0.4 -0.2
H -3.314 -2.370 1.179 0.0 -0.1 -0.5
H -3.224 0.368 -1.646 -0.2 -0.2 -0.1
H -4.430 -0.634 -0.396 0.1 -0.1 -0.1
H -0.527 -0.900 -0.388 -0.3 -0.2 0.3
H -0.970 0.108 -1.709 -0.2 -0.3 0.0
H -0.874 1.309 1.081 -0.4 0.0 0.0
H 0.547 0.926 0.228 0.2 0.1 -0.1
H -4.829 1.723 -0.633 -0.2 -0.2 -0.2
H -5.246 0.865 0.882 -0.1 -0.3 -0.1
H -3.743 3.025 1.735 0.2 0.1 0.1
H -5.464 2.829 1.877 -0.1 -0.1 0.1
H -4.026 4.565 -0.108 0.1 -0.1 -0.3
H -5.459 4.867 0.827 -0.1 0.2 0.0
H -5.574 3.819 -0.579 -0.1 0.0 -0.2
Cu 4.097 -4.036 -1.105 -0.4 0.5 -0.1
```
Forces are in eV/Å.

---

(5)
Computed, not measured: C2H3N3O2 in the gas phase, with wB97M-V/def2-TZVPD.

Calculated values
⟨S²⟩: 2.017
DFT total energy in Eh: -392.45411
HOMO level (alpha / beta) in eV: -6.5 / -10.0
ΔE to the lowest compared entry with this formula, charge and spin in eV: 4.104
Spin multiplicity: 3

```
10
Properties=species:S:1:pos:R:3:forces:R:3
C -0.499 1.393 -0.251 1.7 -1.5 0.5
C 0.532 0.489 -0.025 -5.4 -0.4 -0.5
N -1.715 0.894 -0.179 -3.3 1.5 -0.3
N 1.751 0.625 0.077 1.9 2.6 -1.5
N -0.368 -0.855 0.304 -0.2 2.2 0.5
O -1.699 -0.401 0.114 2.4 -2.2 -0.2
O -0.192 -2.008 -0.408 1.0 -0.7 1.1
H -0.463 2.440 -0.325 0.5 1.1 -0.2
H 2.281 -0.060 0.442 2.2 -2.9 1.8
H 0.372 -2.518 0.249 -1.0 0.4 -1.3
```
Forces are in eV/Å.